(1)
A gas-phase ion, C18H30NO3 (charge +1). Source: OMol25; level of theory: ωB97M-V/def2-TZVPD.

Last column: Löwdin charge in e.
Atoms and positions in Å:
C: 0.537 3.479 0.320  -0.106
C: 1.378 2.279 0.736  -0.264
C: 2.834 2.437 0.300  -0.180
C: 3.693 1.256 0.754  -0.196
O: 3.237 0.007 0.260  -0.171
C: 3.636 -0.287 -1.059  -0.142
C: 2.864 -1.517 -1.547  -0.220
C: 2.840 -2.681 -0.539  -0.049
C: 1.429 -2.647 0.050  -0.168
C: 1.387 -2.112 1.501  -0.113
C: 0.020 -1.820 1.849  0.007
C: -1.146 -1.588 2.010  0.012
C: -2.557 -1.288 1.893  -0.104
N: -2.764 -0.696 0.538  -0.113
C: -2.437 0.749 0.520  -0.116
C: -2.438 1.258 -0.914  -0.160
C: -3.803 1.023 -1.553  -0.179
C: -4.154 -0.460 -1.469  -0.155
C: -4.109 -0.935 -0.022  -0.112
C: 0.687 -1.709 -0.890  -0.411
O: -0.504 -1.482 -0.890  0.087
O: 1.499 -1.146 -1.756  0.110
H: -0.481 3.388 0.693  0.056
H: 0.963 4.394 0.724  0.078
H: 0.504 3.570 -0.763  0.078
H: 0.971 1.367 0.289  0.092
H: 1.342 2.165 1.822  0.116
H: 3.254 3.345 0.735  0.124
H: 2.878 2.539 -0.786  0.113
H: 3.642 1.162 1.842  0.131
H: 4.740 1.412 0.465  0.129
H: 3.419 0.548 -1.735  0.136
H: 4.714 -0.499 -1.095  0.145
H: 3.263 -1.812 -2.522  0.162
H: 3.600 -2.536 0.225  0.130
H: 3.029 -3.626 -1.047  0.129
H: 0.937 -3.623 0.023  0.166
H: 1.803 -2.862 2.176  0.141
H: 1.988 -1.202 1.564  0.117
H: -3.138 -2.210 1.977  0.141
H: -2.896 -0.586 2.659  0.145
H: -2.056 -1.140 -0.087  0.131
H: -1.453 0.878 0.974  0.126
H: -3.183 1.279 1.119  0.147
H: -2.195 2.320 -0.917  0.117
H: -1.667 0.732 -1.479  0.115
H: -3.787 1.341 -2.594  0.121
H: -4.562 1.614 -1.037  0.122
H: -5.151 -0.639 -1.872  0.126
H: -3.442 -1.038 -2.061  0.126
H: -4.329 -2.003 0.031  0.139
H: -4.839 -0.394 0.585  0.147

Cartesian forces, eV/Å:
C 0.1 -0.2 0.1
C 0.1 0.2 -0.2
C -0.1 -0.6 0.2
C 0.1 0.4 0.1
O -0.2 -0.3 -0.2
C -0.2 -0.2 -0.2
C 0.9 0.2 0.2
C 0.0 0.0 -0.1
C 0.2 0.1 0.0
C 0.2 0.0 -0.2
C -0.8 0.1 0.6
C 0.6 -0.1 0.3
C 0.1 -0.3 0.4
N 0.1 -0.2 -0.1
C 0.4 0.8 -0.2
C -0.3 0.0 0.0
C 0.2 -0.1 -0.1
C -0.1 0.3 0.1
C -0.7 -0.2 -0.5
C -0.5 -0.4 0.4
O 0.1 0.1 -0.4
O -0.3 0.3 -0.4
H -0.1 0.1 0.0
H 0.0 0.1 0.0
H 0.0 0.1 -0.1
H 0.0 -0.1 0.1
H 0.0 -0.1 0.1
H 0.1 0.1 0.0
H 0.1 0.1 -0.1
H 0.1 0.1 -0.1
H 0.0 -0.1 0.1
H 0.1 -0.1 0.0
H -0.1 0.0 0.0
H -0.1 0.0 0.1
H 0.0 -0.1 0.0
H 0.0 0.0 0.0
H 0.0 0.1 0.0
H 0.0 0.0 0.0
H 0.0 -0.1 0.0
H -0.1 0.2 -0.1
H -0.1 0.0 -0.2
H -0.1 0.0 0.2
H -0.1 -0.1 0.1
H 0.0 -0.2 0.1
H 0.1 0.0 0.1
H 0.1 0.0 0.0
H 0.0 0.1 0.0
H -0.1 0.1 0.0
H 0.0 -0.1 0.0
H 0.0 -0.1 -0.1
H 0.1 0.1 0.1
H 0.1 -0.1 0.1

The structure (SMILES) is CCCCOC[C@H]1C[C@@H](CC#CC[NH+]2CCCCC2)C(=O)O1. The HOMO-LUMO gap is 0.395 Eh. Its charge is +1.

***

(2)
A molecular structure, C34H49F4MgN3PSi. Source: OMol25; level of theory: ωB97M-V/def2-TZVPD.

Last column: Löwdin charge in e.
Atoms and positions in Å:
Mg: 0.075 0.289 0.804  0.502
C: 2.577 -1.395 -1.706  -0.117
N: 1.350 -2.152 -1.758  -0.266
C: 1.134 -2.748 -3.056  -0.119
C: 1.289 -3.142 -0.699  -0.208
C: 1.057 -2.550 0.686  -0.244
N: -0.122 -1.717 0.738  -0.079
C: -1.327 -2.302 0.525  -0.206
C: -2.288 -1.606 -0.240  -0.158
F: -1.925 -0.414 -0.787  0.027
C: -3.539 -2.097 -0.524  -0.224
F: -4.355 -1.377 -1.322  0.071
C: -3.956 -3.333 -0.056  0.043
C: -3.038 -4.043 0.689  -0.222
F: -3.382 -5.254 1.190  0.062
C: -1.772 -3.564 0.969  -0.143
F: -0.968 -4.340 1.741  0.063
H: 3.472 -2.046 -1.749  0.091
H: 2.610 -0.807 -0.790  0.033
H: 2.621 -0.700 -2.546  0.085
H: 1.911 -3.490 -3.324  0.082
H: 1.132 -1.974 -3.825  0.078
H: 0.166 -3.249 -3.075  0.080
H: 2.219 -3.746 -0.670  0.120
H: 0.467 -3.829 -0.928  0.114
H: 1.906 -1.923 0.972  0.076
H: 1.035 -3.395 1.383  0.105
H: -4.945 -3.711 -0.252  0.123
C: 3.813 4.355 2.687  -0.088
C: 2.893 3.591 1.732  -0.586
C: 1.430 3.922 2.072  -0.105
C: 3.118 4.132 0.313  -0.099
P: 3.062 1.693 1.660  0.796
N: 1.866 1.042 0.958  -0.321
C: 4.702 1.305 0.766  -0.583
C: 4.458 1.426 -0.753  -0.108
C: 5.034 -0.169 1.044  -0.103
C: 5.934 2.138 1.132  -0.092
C: 3.223 1.074 3.447  -0.592
C: 4.554 1.323 4.160  -0.089
C: 2.100 1.728 4.267  -0.096
C: 2.921 -0.434 3.470  -0.097
H: 3.637 5.428 2.555  0.084
H: 4.871 4.174 2.505  0.058
H: 3.605 4.126 3.731  0.056
H: 1.183 4.915 1.687  0.083
H: 1.234 3.927 3.142  0.067
H: 0.756 3.209 1.600  0.029
H: 2.806 5.179 0.288  0.080
H: 2.519 3.585 -0.414  0.082
H: 4.161 4.095 0.007  0.052
H: 3.406 1.276 -0.993  0.044
H: 5.039 0.665 -1.279  0.076
H: 4.767 2.395 -1.139  0.063
H: 4.168 -0.810 0.880  0.061
H: 5.396 -0.332 2.057  0.054
H: 5.825 -0.485 0.358  0.081
H: 5.830 3.181 0.838  0.055
H: 6.800 1.739 0.593  0.084
H: 6.169 2.106 2.193  0.059
H: 4.841 2.373 4.169  0.059
H: 5.373 0.751 3.727  0.056
H: 4.457 1.002 5.203  0.084
H: 2.303 2.771 4.502  0.057
H: 2.006 1.192 5.215  0.083
H: 1.140 1.668 3.753  0.058
H: 3.738 -1.041 3.089  0.060
H: 2.029 -0.656 2.883  0.053
H: 2.737 -0.737 4.504  0.081
C: -2.330 5.944 -0.048  -0.117
C: -2.228 4.798 -0.823  -0.104
C: -2.064 3.562 -0.212  -0.128
C: -2.015 3.423 1.177  -0.363
C: -2.124 4.593 1.932  -0.125
C: -2.274 5.837 1.335  -0.110
Si: -1.774 1.698 1.973  0.652
C: -3.554 1.004 2.097  -0.344
C: -3.989 0.381 3.270  -0.130
C: -5.253 -0.181 3.374  -0.110
C: -6.128 -0.127 2.299  -0.117
C: -5.721 0.489 1.124  -0.108
C: -4.451 1.039 1.029  -0.120
H: -2.448 6.913 -0.518  0.089
H: -2.263 4.868 -1.904  0.093
H: -1.959 2.681 -0.839  0.089
H: -2.084 4.527 3.012  0.089
H: -2.349 6.726 1.950  0.092
H: -1.555 2.078 3.416  -0.045
H: -3.321 0.333 4.123  0.085
H: -5.557 -0.661 4.297  0.091
H: -7.117 -0.565 2.373  0.089
H: -6.390 0.528 0.273  0.096
H: -4.154 1.503 0.095  0.094

Cartesian forces, eV/Å:
Mg 0.4 0.1 0.2
C 0.0 0.1 0.0
N -0.1 -0.1 -0.1
C 0.1 0.0 0.0
C 0.0 -0.1 -0.1
C 0.1 -0.1 0.2
N -0.3 0.0 0.0
C 0.2 0.1 -0.1
C -0.2 0.0 -0.1
F 0.0 0.0 0.1
C 0.0 0.0 0.0
F 0.0 -0.1 0.1
C 0.0 0.1 0.0
C 0.1 -0.1 0.1
F 0.0 0.2 -0.1
C 0.0 -0.1 0.1
F -0.1 0.1 -0.1
H 0.0 0.0 0.0
H 0.0 0.0 0.0
H 0.0 0.0 0.0
H 0.0 0.0 0.0
H 0.0 0.0 0.0
H 0.0 0.0 0.0
H 0.0 0.0 0.0
H 0.0 0.0 0.0
H 0.0 0.0 0.0
H 0.1 0.1 0.1
H 0.0 0.0 0.0
C 0.0 0.0 0.0
C 0.0 0.0 0.0
C 0.0 0.0 0.0
C 0.0 -0.1 0.0
P -0.2 0.0 0.0
N 0.0 -0.2 -0.3
C 0.0 0.0 0.0
C -0.1 0.0 0.0
C 0.0 0.0 0.0
C 0.0 0.0 0.0
C 0.0 0.0 0.0
C 0.0 0.0 0.1
C 0.0 0.0 0.0
C 0.0 0.0 0.0
H 0.0 0.0 0.0
H 0.0 0.0 0.0
H 0.0 0.0 0.0
H 0.0 0.0 0.0
H 0.0 0.0 0.0
H 0.0 0.0 0.0
H 0.0 0.0 0.0
H 0.0 0.0 0.0
H 0.1 0.0 0.0
H 0.0 0.0 0.0
H 0.0 0.0 0.0
H 0.0 0.1 0.0
H 0.0 0.0 0.0
H 0.0 0.0 0.0
H 0.0 0.0 0.0
H 0.0 0.0 0.0
H 0.0 0.0 0.0
H 0.0 0.0 0.1
H 0.0 0.1 0.0
H 0.0 0.0 0.0
H 0.0 0.0 0.0
H 0.0 0.0 0.0
H 0.0 0.0 0.0
H 0.0 0.0 0.0
H 0.0 0.0 0.0
H 0.0 0.0 0.0
H 0.0 0.0 0.0
C 0.0 0.0 0.0
C 0.0 0.0 0.0
C 0.0 0.0 0.0
C 0.0 0.0 0.0
C 0.0 0.0 0.0
C 0.0 0.0 0.0
Si -0.3 0.2 0.0
C 0.1 0.0 0.1
C 0.0 0.0 0.0
C 0.0 0.0 0.0
C 0.0 0.0 0.0
C 0.0 0.0 0.0
C 0.0 0.0 0.0
H 0.0 0.0 0.0
H 0.0 0.0 0.0
H 0.0 0.0 0.0
H 0.0 0.0 0.0
H 0.0 0.0 0.0
H 0.1 0.0 0.0
H 0.0 0.0 0.0
H 0.0 0.0 0.0
H 0.0 0.0 0.0
H 0.0 0.0 0.0
H 0.0 0.0 0.0

The HOMO-LUMO gap is 0.258 Eh. Its charge is -1.

***

The calculation returns the following LUMO energy values, one per record and in order: -1.9, 2.6 eV.
The calculation returns the following energy above the lowest of the compared OMol25 structures with the same formula, charge and spin values, one per record and in order: 65.8, 10.2 kJ/mol.
The calculation returns the following maximum force values, one per record and in order: 1.015, 0.471 eV/Å.